Entry from the Open Molecules 2025 dataset: 5 unconnected molecules or ions with the total composition C30H73ClO4P2SSi at a distorted geometry (ωB97M-V/def2-TZVPD).

- Structure (SMILES): C[C@H](Cl)C[Si@](CCCO)([PH2]=O)P(O)(O)=S.CCCCCC.CCCCCC.CCCCCC.CCCCCC
- LUMO: -0.536 eV
- HOMO-LUMO gap: 8.4818 eV
- Spin multiplicity: 1
- E: -90296.4596 eV

Cartesian coordinates (Å):
C1 -5.831 0.118 0.269
C2 -6.180 -1.191 1.196
Cl1 -7.344 -0.719 2.599
C3 -4.880 -2.062 1.684
Si1 -3.562 -1.081 2.688
C4 -2.363 -0.124 1.476
C5 -2.148 1.452 1.873
C6 -1.661 2.215 0.473
O1 -2.747 2.323 -0.523
P1 -2.303 -2.631 3.702
O2 -2.436 -4.022 2.913
P2 -4.360 0.183 4.296
O3 -5.236 1.592 3.768
O4 -2.967 0.761 5.235
S1 -5.447 -0.837 5.597
H1 -6.883 0.592 -0.038
H2 -5.307 -0.145 -0.762
H3 -5.253 0.931 0.881
H4 -6.825 -1.919 0.505
H5 -4.338 -2.446 0.693
H6 -5.215 -3.059 2.247
H7 -2.776 -0.293 0.390
H8 -1.289 -0.638 1.559
H9 -1.247 1.542 2.648
H10 -3.076 1.978 2.353
H11 -0.768 1.618 -0.039
H12 -1.357 3.315 0.784
H13 -3.581 1.976 -0.073
H14 -0.948 -2.141 3.687
H15 -2.791 -2.745 5.080
H16 -4.728 2.379 4.146
H17 -2.364 -0.060 5.247
C7 2.483 8.064 -0.374
C8 1.217 7.241 -0.197
C9 1.452 5.734 -0.318
C10 1.967 5.256 -1.682
C11 1.082 5.613 -2.878
C12 -0.300 4.983 -2.814
H18 2.910 7.939 -1.374
H19 2.263 9.127 -0.240
H20 3.240 7.778 0.362
H21 0.460 7.571 -0.917
H22 0.805 7.448 0.798
H23 0.517 5.212 -0.080
H24 2.172 5.424 0.450
H25 2.088 4.166 -1.642
H26 2.970 5.663 -1.854
H27 1.579 5.266 -3.792
H28 0.987 6.700 -2.976
H29 -0.230 3.892 -2.756
H30 -0.872 5.238 -3.712
H31 -0.867 5.339 -1.948
C13 0.749 -5.146 4.851
C14 1.652 -4.276 3.991
C15 1.548 -4.587 2.496
C16 1.970 -6.004 2.089
C17 3.397 -6.398 2.473
C18 4.460 -5.538 1.806
H32 1.019 -6.204 4.778
H33 0.836 -4.855 5.903
H34 -0.298 -5.035 4.554
H35 2.689 -4.371 4.332
H36 1.374 -3.227 4.147
H37 2.148 -3.855 1.943
H38 0.511 -4.429 2.173
H39 1.855 -6.098 1.001
H40 1.275 -6.730 2.527
H41 3.560 -7.442 2.175
H42 3.526 -6.367 3.559
H43 4.375 -5.587 0.716
H44 5.458 -5.891 2.084
H45 4.382 -4.490 2.113
C19 -4.507 5.475 -1.723
C20 -4.859 6.939 -1.513
C21 -5.841 7.481 -2.554
C22 -5.337 7.467 -4.003
C23 -4.037 8.235 -4.252
C24 -4.153 9.724 -3.962
H46 -4.000 5.314 -2.679
H47 -3.835 5.132 -0.930
H48 -5.405 4.850 -1.699
H49 -3.943 7.540 -1.500
H50 -5.312 7.049 -0.520
H51 -6.119 8.505 -2.276
H52 -6.768 6.896 -2.506
H53 -6.124 7.882 -4.645
H54 -5.200 6.430 -4.330
H55 -3.757 8.108 -5.305
H56 -3.219 7.808 -3.664
H57 -4.939 10.180 -4.570
H58 -3.209 10.227 -4.196
H59 -4.376 9.914 -2.908
C25 9.441 -8.388 -2.377
C26 8.106 -8.683 -3.044
C27 7.083 -7.557 -2.877
C28 6.670 -7.254 -1.432
C29 6.083 -8.436 -0.657
C30 4.793 -8.970 -1.259
H60 9.336 -8.280 -1.294
H61 10.143 -9.207 -2.561
H62 9.881 -7.469 -2.775
H63 7.704 -9.627 -2.661
H64 8.280 -8.836 -4.116
H65 6.192 -7.802 -3.467
H66 7.491 -6.639 -3.318
H67 5.935 -6.439 -1.447
H68 7.535 -6.867 -0.880
H69 5.877 -8.108 0.370
H70 6.815 -9.246 -0.577
H71 4.032 -8.185 -1.310
H72 4.398 -9.784 -0.642
H73 4.951 -9.365 -2.267